No. 1
{
  "formula": "C24H29BrFeN7O2S2",
  "method": "ωB97M-V/def2-TZVPD",
  "species": ["Fe", "O", "C", "C", "C", "C", "C", "C", "C", "O", "N", "N", "C", "C", "Br", "C", "C", "C", "C", "C", "C", "C", "H", "H", "H", "H", "H", "H", "H", "H", "H", "H", "H", "H", "H", "H", "S", "C", "N", "C", "C", "S", "H", "H", "H", "H", "H", "C", "C", "C", "C", "N", "C", "N", "N", "N", "H", "H", "H", "H", "H", "H", "H", "H", "H", "H"],
  "xyz": [[-0.24, 0.29, -0.85], [-2.64, 3.67, -0.27], [-1.93, 4.39, 0.62], [-2.46, 5.60, 1.05], [-1.77, 6.39, 1.96], [-0.54, 5.98, 2.46], [-0.01, 4.78, 2.03], [-0.69, 3.97, 1.13], [-0.08, 2.66, 0.73], [-0.46, 2.11, -0.44], [-0.44, 1.67, 1.85], [-0.65, 0.46, 1.50], [-1.02, -0.46, 2.39], [-1.34, -1.74, 1.93], [-1.53, -1.92, 0.05], [-1.62, -2.86, 2.69], [-1.38, -3.04, 4.09], [-2.17, -4.00, 4.76], [-2.00, -4.21, 6.11], [-1.04, -3.49, 6.81], [-0.22, -2.57, 6.15], [-0.39, -2.34, 4.80], [-2.06, 2.97, -0.62], [-3.42, 5.91, 0.65], [-2.20, 7.33, 2.27], [0.01, 6.61, 3.15], [0.96, 4.46, 2.40], [1.02, 2.74, 0.81], [-0.61, 2.00, 2.80], [-1.16, -0.22, 3.44], [-2.09, -3.69, 2.18], [-2.92, -4.56, 4.21], [-2.62, -4.94, 6.62], [-0.90, -3.66, 7.87], [0.56, -2.05, 6.70], [0.30, -1.69, 4.28], [2.16, 0.02, -0.81], [3.57, 0.21, 0.08], [4.62, 0.84, -0.39], [5.77, 1.03, 0.50], [5.60, 0.03, 1.64], [3.82, -0.39, 1.68], [4.58, 1.25, -1.31], [5.77, 2.06, 0.86], [6.69, 0.85, -0.05], [5.89, 0.44, 2.60], [6.15, -0.89, 1.46], [0.80, -2.20, -6.71], [-0.72, -2.29, -6.55], [-1.12, -3.35, -5.53], [-1.35, -0.94, -6.23], [-1.17, -0.53, -4.82], [-2.04, -0.58, -3.81], [-1.43, -0.15, -2.73], [-0.18, 0.15, -3.12], [0.00, -0.09, -4.36], [1.22, -3.19, -6.87], [1.27, -1.78, -5.82], [1.07, -1.58, -7.56], [-1.15, -2.56, -7.52], [-0.64, -3.17, -4.56], [-0.80, -4.34, -5.87], [-2.20, -3.39, -5.38], [-2.43, -0.97, -6.39], [-0.93, -0.14, -6.84], [-3.07, -0.90, -3.90]],
  "multiplicity": 6,
  "total_charge": 2,
  "s_squared": 8.82,
  "homo_lumo_gap_ev": [6.195, 4.327],
  "e_homo_ev": [-12.679, -12.668]
}

---

No. 2
{
  "formula": "H3N2O",
  "method": "ωB97M-V/def2-TZVPD",
  "species": ["N", "N", "O", "H", "H", "H"],
  "xyz": [[-0.86, 0.01, 0.15], [-0.15, -1.03, 0.11], [1.92, 0.15, 0.13], [-1.13, 0.40, -0.76], [-1.19, 0.58, 0.89], [1.41, -0.11, -0.51]],
  "total_charge": -1,
  "homo_lumo_gap_ev": 6.768,
  "e_homo_ev": -2.085
}

---

No. 3
{
  "formula": "C2H3NOS",
  "method": "ωB97M-V/def2-TZVPD",
  "species": ["N", "C", "S", "C", "O", "H", "H", "H"],
  "xyz": [[0.14, 1.24, -0.05], [0.51, 0.00, -0.21], [1.89, -0.70, -0.10], [-0.64, -1.02, 0.02], [-1.77, -0.74, -0.20], [0.91, 2.04, -0.15], [-0.88, 1.30, 0.36], [-0.15, -2.11, 0.33]],
  "total_charge": 0,
  "smiles": "NC(=S)C=O",
  "homo_lumo_gap_ev": 8.635,
  "e_homo_ev": -8.910
}

---

No. 4
{
  "formula": "C5H11AgClNO6",
  "method": "ωB97M-V/def2-TZVPD",
  "species": ["Ag", "Cl", "O", "C", "C", "O", "H", "H", "H", "H", "O", "C", "C", "O", "H", "H", "H", "H", "C", "N", "O", "O", "H", "H", "H"],
  "xyz": [[-9.65, -17.47, -17.78], [-11.72, -16.54, -19.24], [-7.60, -16.53, -17.77], [-7.51, -15.85, -16.59], [-8.73, -15.03, -16.20], [-9.90, -15.73, -16.18], [-6.62, -15.17, -16.62], [-7.38, -16.53, -15.71], [-8.78, -14.04, -16.76], [-8.56, -14.63, -15.15], [-8.64, -19.49, -18.28], [-8.82, -20.26, -17.17], [-10.06, -20.04, -16.28], [-10.47, -18.78, -16.00], [-7.91, -20.23, -16.51], [-8.88, -21.36, -17.46], [-9.94, -20.69, -15.36], [-10.91, -20.56, -16.83], [-10.35, -17.05, -22.13], [-9.39, -16.20, -21.36], [-8.76, -16.75, -20.52], [-9.32, -15.01, -21.68], [-9.92, -18.03, -22.28], [-10.55, -16.52, -23.06], [-11.25, -17.00, -21.50]],
  "multiplicity": 2,
  "total_charge": -3,
  "s_squared": 0.76,
  "homo_lumo_gap_ev": [4.609, 4.391],
  "e_homo_ev": [3.153, 3.374]
}

---

No. 5
{
  "formula": "C4H9NO2",
  "method": "ωB97M-V/def2-TZVPD",
  "species": ["C", "N", "C", "O", "C", "C", "O", "H", "H", "H", "H", "H", "H", "H", "H", "H"],
  "xyz": [[1.77, -0.40, -1.50], [1.92, 0.55, -0.46], [1.82, 1.20, 0.50], [-0.15, 0.66, 1.65], [-1.20, 0.78, 0.69], [-1.74, -0.62, 0.35], [-0.65, -1.51, 0.19], [0.89, -1.00, -1.26], [1.65, 0.17, -2.43], [2.68, -0.99, -1.53], [0.67, 1.31, 1.50], [-2.01, 1.40, 1.10], [-0.86, 1.24, -0.25], [-2.41, -0.98, 1.14], [-2.31, -0.60, -0.59], [-0.06, -1.22, 0.91]],
  "total_charge": 0,
  "homo_lumo_gap_ev": 10.857,
  "e_homo_ev": -9.994
}

---

No. 6
{
  "formula": "C4H6",
  "method": "ωB97M-V/def2-TZVPD",
  "species": ["C", "C", "C", "C", "H", "H", "H", "H", "H", "H"],
  "xyz": [[-1.52, -0.06, -0.24], [-0.65, 0.78, 0.49], [0.76, 0.72, 0.23], [1.44, -0.40, -0.05], [-1.10, -0.55, 0.75], [-1.21, -0.44, -1.21], [-2.58, 0.09, -0.12], [1.37, 1.60, 0.36], [2.52, -0.36, -0.14], [0.96, -1.37, -0.08]],
  "total_charge": 0,
  "homo_lumo_gap_ev": 8.289,
  "e_homo_ev": -7.920
}

---

No. 7
{
  "formula": "C31H25N4O6Ti",
  "method": "ωB97M-V/def2-TZVPD",
  "species": ["Ti", "C", "C", "C", "C", "C", "C", "C", "C", "N", "C", "O", "C", "C", "C", "C", "C", "N", "C", "O", "N", "C", "C", "C", "C", "C", "C", "C", "C", "H", "H", "H", "H", "H", "H", "H", "H", "H", "H", "H", "H", "H", "H", "H", "H", "H", "H", "H", "H", "H", "O", "O", "O", "C", "N", "C", "O", "C", "C", "C", "C", "C", "C", "H", "H", "H", "H"],
  "xyz": [[0.59, -0.38, 0.03], [-1.12, 0.10, -3.77], [0.37, 0.27, -3.86], [0.93, 1.04, -4.88], [2.30, 1.15, -5.02], [3.13, 0.46, -4.15], [2.62, -0.31, -3.12], [3.54, -1.08, -2.21], [1.23, -0.38, -2.97], [0.66, -1.11, -1.87], [0.12, -2.32, -2.16], [0.08, -2.89, -3.24], [-0.52, -2.95, -0.95], [-1.25, -4.13, -0.99], [-1.85, -4.57, 0.18], [-1.72, -3.82, 1.34], [-0.98, -2.66, 1.29], [-0.39, -2.26, 0.17], [-0.75, -1.79, 2.49], [-1.28, -2.00, 3.55], [0.00, -0.64, 2.21], [0.76, -0.12, 3.21], [1.53, -0.97, 4.08], [1.62, -2.46, 3.88], [2.29, -0.38, 5.06], [2.33, 1.00, 5.22], [1.61, 1.83, 4.36], [0.85, 1.30, 3.35], [0.06, 2.21, 2.46], [-1.63, 0.84, -4.39], [-1.48, 0.19, -2.75], [-1.40, -0.89, -4.13], [0.27, 1.55, -5.57], [2.72, 1.75, -5.81], [4.21, 0.52, -4.27], [4.50, -1.23, -2.71], [3.13, -2.05, -1.94], [3.72, -0.54, -1.28], [-1.32, -4.66, -1.93], [-2.43, -5.48, 0.18], [-2.19, -4.11, 2.27], [1.63, -2.71, 2.82], [0.78, -2.98, 4.35], [2.54, -2.83, 4.32], [2.90, -1.01, 5.70], [2.93, 1.44, 6.00], [1.64, 2.90, 4.50], [-0.05, 3.19, 2.93], [-0.92, 1.81, 2.24], [0.59, 2.36, 1.51], [2.26, 0.13, 0.56], [2.04, -1.26, 0.74], [0.34, 1.62, -0.74], [-0.90, 1.55, -0.57], [-1.43, 0.39, -0.17], [-2.77, 0.58, 0.16], [-3.51, -0.24, 0.63], [-3.10, 2.02, -0.19], [-4.28, 2.72, -0.11], [-4.25, 4.06, -0.51], [-3.08, 4.66, -0.97], [-1.89, 3.94, -1.04], [-1.93, 2.62, -0.65], [-5.18, 2.25, 0.25], [-5.16, 4.65, -0.46], [-3.10, 5.69, -1.27], [-0.97, 4.39, -1.40]],
  "multiplicity": 2,
  "total_charge": 0,
  "s_squared": 0.78,
  "homo_lumo_gap_ev": [7.851, 5.466],
  "e_homo_ev": [-8.369, -8.371]
}

---

No. 8
{
  "formula": "C37H70ClI2N3O2",
  "method": "ωB97M-V/def2-TZVPD",
  "species": ["C", "C", "C", "C", "C", "C", "C", "C", "C", "C", "C", "C", "C", "O", "C", "Cl", "C", "C", "I", "C", "C", "I", "C", "O", "H", "H", "H", "H", "H", "H", "H", "H", "H", "H", "H", "H", "H", "H", "H", "H", "H", "H", "H", "H", "H", "H", "H", "H", "H", "C", "C", "N", "C", "C", "C", "C", "H", "H", "H", "H", "H", "H", "H", "H", "H", "H", "H", "H", "H", "H", "H", "C", "C", "N", "C", "C", "C", "C", "H", "H", "H", "H", "H", "H", "H", "H", "H", "H", "H", "H", "H", "H", "H", "C", "C", "N", "C", "C", "C", "C", "H", "H", "H", "H", "H", "H", "H", "H", "H", "H", "H", "H", "H", "H", "H"],
  "xyz": [[-0.84, -3.65, 1.76], [0.08, -2.64, 1.04], [-0.60, -1.74, 0.00], [-0.80, -0.29, 0.47], [-1.83, 0.49, -0.34], [-3.31, 0.24, 0.02], [-3.58, 0.06, 1.49], [-3.79, -1.12, 2.08], [-3.86, -2.43, 1.36], [-5.18, -2.59, 0.56], [-6.11, -3.64, 1.16], [-7.46, -3.70, 0.45], [-3.93, -1.16, 3.58], [-3.72, -2.16, 4.21], [-4.34, 0.12, 4.26], [-4.96, -0.05, 5.85], [-4.21, 1.30, 3.66], [-4.65, 2.58, 4.27], [-3.10, 3.80, 4.95], [-5.94, 2.86, 4.39], [-7.05, 1.96, 3.92], [-6.66, 4.58, 5.32], [-3.58, 1.32, 2.30], [-3.12, 2.35, 1.85], [-1.21, -3.24, 2.70], [-1.68, -3.96, 1.14], [-0.27, -4.55, 2.01], [0.51, -1.98, 1.80], [0.92, -3.17, 0.58], [0.04, -1.71, -0.90], [-1.56, -2.14, -0.34], [-1.06, -0.30, 1.54], [0.16, 0.23, 0.40], [-1.62, 1.56, -0.26], [-1.70, 0.21, -1.39], [-3.69, -0.62, -0.53], [-3.87, 1.12, -0.33], [-3.00, -2.54, 0.70], [-3.79, -3.23, 2.10], [-4.96, -2.86, -0.48], [-5.71, -1.62, 0.51], [-6.26, -3.41, 2.22], [-5.63, -4.62, 1.11], [-8.00, -2.75, 0.55], [-8.10, -4.49, 0.86], [-7.33, -3.89, -0.62], [-7.83, 2.54, 3.43], [-6.68, 1.20, 3.22], [-7.51, 1.45, 4.78], [2.19, -6.46, -0.29], [1.55, -6.04, -1.60], [2.25, -4.94, -2.25], [1.49, -4.31, -3.31], [1.16, -5.14, -4.56], [3.67, -5.16, -2.50], [4.06, -6.38, -3.34], [2.33, -5.59, 0.36], [1.55, -7.17, 0.23], [3.16, -6.94, -0.42], [0.54, -5.69, -1.40], [1.45, -6.94, -2.24], [2.04, -3.41, -3.61], [0.55, -3.96, -2.87], [2.04, -5.32, -5.18], [0.43, -4.61, -5.17], [0.74, -6.11, -4.29], [4.18, -5.23, -1.54], [4.05, -4.25, -2.97], [3.56, -7.28, -3.00], [5.14, -6.55, -3.26], [3.84, -6.25, -4.40], [3.84, -0.82, -0.68], [3.51, -0.23, -2.04], [2.98, 1.13, -1.95], [2.36, 1.60, -3.18], [3.25, 1.76, -4.42], [3.83, 2.08, -1.25], [5.27, 2.28, -1.76], [2.98, -0.75, 0.00], [4.09, -1.88, -0.79], [4.69, -0.33, -0.21], [2.73, -0.84, -2.51], [4.39, -0.31, -2.69], [1.88, 2.55, -2.95], [1.56, 0.89, -3.42], [3.92, 2.62, -4.33], [2.62, 1.92, -5.30], [3.86, 0.87, -4.60], [3.88, 1.78, -0.20], [3.31, 3.04, -1.25], [5.77, 1.33, -1.94], [5.85, 2.82, -1.01], [5.30, 2.85, -2.69], [-0.16, 5.92, 0.82], [1.32, 5.58, 0.88], [2.16, 6.60, 0.27], [3.53, 6.17, 0.05], [4.40, 5.90, 1.28], [1.98, 7.95, 0.77], [2.16, 8.19, 2.27], [-0.46, 6.18, -0.20], [-0.76, 5.07, 1.15], [-0.42, 6.76, 1.47], [1.50, 4.66, 0.33], [1.59, 5.37, 1.93], [4.02, 6.91, -0.59], [3.47, 5.25, -0.53], [4.71, 6.83, 1.78], [5.31, 5.38, 0.97], [3.89, 5.28, 2.01], [0.97, 8.28, 0.50], [2.66, 8.60, 0.21], [1.62, 7.45, 2.86], [1.77, 9.17, 2.55], [3.21, 8.15, 2.57]],
  "total_charge": 0,
  "homo_lumo_gap_ev": 6.633,
  "e_homo_ev": -7.997
}

---

Results for max |F|: 0.016; 0.152; 0.086; 0.038; 0.050; 0.027; 0.011; 0.015 (in hartree/bohr, following the order of the records).
Results for molar mass: 647.4; 47.0; 89.1; 324.5; 103.1; 54.1; 597.4; 878.2 (in g mol⁻¹, following the order of the records).